Molecular formula: C4H13NO2
Method: DFT, ωB97M-V with the def2-TZVPD basis set

Structure (XYZ):
```
20
Properties=species:S:1:pos:R:3:forces:R:3:mulliken_charge:R:1
C 0.46030 -1.69355 1.19337 1.03 0.27 -0.03 -1.263
C -0.04644 -0.57552 0.27265 0.03 0.11 -0.91 1.056
N -1.41415 -0.84208 -0.21578 -0.42 -0.70 0.36 -0.705
C 0.88294 -0.35635 -0.95512 -0.40 0.25 0.54 -0.725
C 1.14593 1.10241 -1.24427 -0.28 0.68 -0.95 -0.574
O 2.04896 1.18037 -2.35913 -0.03 -0.09 -0.01 -0.520
H 1.48173 -1.99840 0.94208 -0.11 0.01 -0.34 0.317
H -0.14654 -2.59618 1.09464 -0.07 0.17 0.39 0.321
H 0.61057 -1.35738 2.21741 -0.73 -0.18 0.28 0.272
H -0.07619 0.41004 0.73642 -0.04 -0.19 0.65 -0.093
H -2.11502 -0.32800 0.30360 0.25 0.38 0.06 0.258
H -1.65490 -1.81737 -0.00773 0.21 0.38 -0.39 0.235
H 1.84416 -0.83203 -0.81740 0.21 -0.32 -0.12 0.305
H 0.34449 -0.74695 -1.81494 0.34 -0.27 -0.16 0.177
H 0.20317 1.60559 -1.50674 0.02 -0.17 0.07 0.338
H 1.58412 1.71465 -0.45499 0.04 -0.45 0.54 0.310
H 1.71513 1.82311 -2.98659 0.01 0.04 -0.03 0.303
O -2.25422 1.57780 1.54404 -0.13 -0.14 -0.21 -0.603
H -1.55078 2.03889 2.00607 -0.10 0.08 0.17 0.300
H -3.06327 1.69095 2.05244 0.17 0.13 0.10 0.290
```
Forces are in eV/Å.

Computed properties:
Kohn-Sham gap = 9.52 eV
multiplicity = 1
total energy = -365.40676 a.u.
HOMO = -8.97 eV
molecular weight = 107.2 g/mol
SMILES = C[C@H](N)CCO.O
energy above the lowest of the compared OMol25 structures with the same formula, charge and spin = 93.8 kJ/mol

Molecular formula: C4H13NO2
Method: DFT, ωB97M-V with the def2-TZVPD basis set

Structure (XYZ):
```
20
Properties=species:S:1:pos:R:3:forces:R:3:mulliken_spin:R:1
C -2.26302 0.06604 -1.68723 3.04 -1.76 -3.68 0.001
C -0.83192 -0.69786 -1.44447 -0.56 0.54 -2.05 0.019
C 0.15682 0.25227 -0.82564 -0.95 -0.40 2.20 0.064
C 1.98031 -1.39749 -0.94587 -1.94 -0.34 3.38 -0.063
N 1.29055 -0.50470 -0.24454 2.15 -2.72 -5.76 0.783
H -3.01308 -0.56101 -2.20910 0.58 0.02 0.67 0.003
H -2.50865 0.30426 -0.74244 -1.64 1.34 2.99 0.000
H -2.10202 0.92534 -2.39564 -0.05 -0.55 1.10 0.001
H -0.31298 -0.86004 -2.44811 -1.03 -0.78 1.03 0.008
H -0.81882 -1.54980 -0.76860 -0.81 -0.47 -0.60 -0.004
H -0.28535 0.70314 0.04598 -0.33 0.84 0.36 0.035
H 0.36340 0.97422 -1.57740 1.49 1.18 -0.09 0.040
H 1.85642 -1.45485 -2.09609 0.37 0.48 1.73 0.067
H 2.43682 -2.34116 -0.36331 -0.50 2.42 -1.34 0.037
H 2.57721 1.07130 0.25207 0.59 0.95 0.49 -0.001
H 3.79218 1.78295 0.78315 3.38 -0.36 0.54 0.000
O 2.90071 1.90217 0.65502 -3.79 -0.42 -0.95 0.010
H -3.58083 0.14702 3.25995 -0.37 0.11 -0.09 0.000
H -2.47105 0.70384 4.14010 -0.02 0.09 0.12 0.000
O -2.80324 -0.10843 3.75129 0.41 -0.19 -0.06 0.000
```
Forces are in eV/Å.

Computed properties:
Kohn-Sham gap (alpha / beta) = 7.83 / 4.77 eV
charge = +1
multiplicity = 2
total energy = -364.99565 a.u.
HOMO (alpha / beta) = -13.96 / -13.96 eV
molecular weight = 107.2 g/mol
energy above the lowest of the compared OMol25 structures with the same formula, charge and spin = 397.3 kJ/mol

Molecular formula: C4H13NO2
Method: DFT, ωB97M-V with the def2-TZVPD basis set

Structure (XYZ):
```
20
Properties=species:S:1:pos:R:3:forces:R:3:mulliken_spin:R:1
C 0.33232 -2.04099 -0.49952 -0.86 0.26 0.16 0.003
N 0.24018 0.62511 0.92462 1.03 -0.05 -0.70 0.211
C -0.69151 0.23397 0.06972 -0.21 0.84 -1.01 0.224
C -0.74418 -1.03521 -0.54183 0.64 0.04 -0.04 0.422
C -1.60580 1.30261 -0.40761 -1.01 0.37 0.74 0.024
H 1.03898 -1.82271 0.28450 0.29 -0.32 0.07 -0.006
H -0.13320 -3.02012 -0.36038 0.28 -0.10 0.08 0.038
H 0.81455 -2.04730 -1.47734 0.14 -0.07 -0.15 0.051
H 1.10389 0.09970 0.95764 -0.13 -0.38 0.33 -0.004
H 0.45921 1.61506 0.91666 -0.46 0.02 0.45 -0.003
H -1.54678 -1.16520 -1.25098 -0.20 -0.13 0.07 0.015
H -2.26614 1.61260 0.41525 0.07 -0.10 -0.01 0.019
H -2.26643 0.99707 -1.20774 0.10 -0.19 -0.19 -0.002
H -1.08251 2.21146 -0.70055 0.25 -0.20 -0.13 0.004
H 1.90966 2.38714 -2.38030 -0.02 -0.12 -0.05 0.000
H 1.36256 2.77868 -1.02474 0.12 0.15 -0.14 0.000
O 1.37534 2.04827 -1.65215 -0.06 0.04 0.24 0.001
H -0.09540 -1.15194 2.62091 0.06 0.12 0.25 0.000
H 1.35067 -1.69454 2.55560 0.18 0.08 0.25 0.000
O 0.44458 -1.93366 2.75821 -0.21 -0.26 -0.22 0.001
```
Forces are in eV/Å.

Computed properties:
Kohn-Sham gap (alpha / beta) = 10.86 / 8.23 eV
charge = +1
multiplicity = 2
total energy = -365.14054 a.u.
HOMO (alpha / beta) = -14.39 / -15.13 eV
molecular weight = 107.2 g/mol
energy above the lowest of the compared OMol25 structures with the same formula, charge and spin = 16.9 kJ/mol

Molecular formula: C4H13NO2
Method: DFT, ωB97M-V with the def2-TZVPD basis set

Structure (XYZ):
```
20
Properties=species:S:1:pos:R:3:forces:R:3:mulliken_spin:R:1
C -0.75609 0.10457 1.91576 0.26 -0.04 -1.41 0.010
C -0.31086 1.27608 0.97135 -0.26 0.22 -0.38 0.024
C 0.39333 0.64450 -0.17107 -0.44 0.20 0.01 0.147
C 1.79921 0.51513 -0.16922 -0.63 -0.77 1.00 0.505
N -0.34058 0.16408 -1.16997 0.68 -0.05 -0.12 0.267
H -1.79523 -0.13986 1.74128 -0.47 0.52 0.41 0.006
H -0.31730 -0.80124 1.49712 0.61 -0.26 0.91 0.005
H -0.51058 0.34935 2.94063 -0.03 -0.42 0.08 -0.001
H -1.20491 1.76989 0.60482 -0.04 0.44 0.07 0.006
H 0.36074 1.97639 1.45269 -0.15 0.17 0.22 -0.003
H 2.28256 1.09637 0.60957 0.42 -0.20 -0.31 0.023
H 2.28780 -0.29155 -0.69563 0.31 0.30 -0.31 0.027
H 0.02956 -0.63179 -1.68631 -0.19 0.55 -0.53 -0.011
H -1.13055 0.70726 -1.52598 -0.18 -0.82 0.47 -0.006
H -2.40280 -5.65330 0.95386 0.11 0.13 -0.10 0.000
H -1.04780 -5.25645 1.51787 -0.06 0.00 -0.11 0.000
O -1.66886 -5.04086 0.81195 -0.03 -0.09 0.21 0.000
H 1.69818 3.13015 -1.28341 -0.01 0.03 -0.09 -0.004
H 0.76248 2.29912 -2.20588 0.32 0.38 -0.02 -0.008
O 1.23095 3.14184 -2.12572 -0.24 -0.28 0.02 0.011
```
Forces are in eV/Å.

Computed properties:
Kohn-Sham gap (alpha / beta) = 9.72 / 6.48 eV
charge = +1
multiplicity = 2
total energy = -365.10207 a.u.
HOMO (alpha / beta) = -13.98 / -13.98 eV
molecular weight = 107.2 g/mol
energy above the lowest of the compared OMol25 structures with the same formula, charge and spin = 117.9 kJ/mol

Molecular formula: C4H13NO2S
Method: DFT, ωB97M-V with the def2-TZVPD basis set

Structure (XYZ):
```
21
Properties=species:S:1:pos:R:3:forces:R:3:mulliken_charge:R:1
C -1.54750 1.01235 -0.47267 -0.53 -0.24 -0.25 -1.021
N -0.45010 0.09667 -0.74974 -0.49 0.32 0.52 -0.259
C 0.39986 -0.22608 0.40379 0.19 -1.36 -1.49 0.069
C -0.26331 -1.28415 1.30398 0.23 1.16 0.26 -0.532
O 0.44454 -2.49381 1.13061 -0.21 -0.20 0.01 -0.500
C 0.90974 0.97976 1.13226 -0.23 1.43 0.75 -0.965
S 2.09175 0.81537 2.49385 -0.05 -0.41 0.23 -0.250
H -2.39653 0.79772 -1.12785 0.02 -0.07 -0.05 0.334
H -1.90602 0.82615 0.53925 -0.05 0.03 0.05 0.393
H -1.38032 2.09047 -0.56436 0.47 0.02 0.08 0.289
H 0.07136 0.32324 -1.58246 0.21 0.15 0.17 0.229
H 1.18436 -0.81784 -0.08538 0.43 0.39 0.41 0.317
H -0.19384 -0.92944 2.33730 -0.02 -0.22 0.16 0.320
H -1.31632 -1.38004 1.04744 -0.12 -0.11 -0.16 0.339
H -0.10981 -3.18154 1.50224 0.10 -0.32 0.06 0.317
H 0.05449 1.45579 1.63031 0.02 -0.08 0.04 0.306
H 1.29965 1.78849 0.51636 -0.02 -0.40 -0.62 0.512
H 2.90138 -0.08591 1.93407 0.11 -0.07 -0.13 0.123
O 0.33587 0.25220 -3.93170 0.66 1.92 -0.27 -0.667
H -0.46404 0.64196 -3.57384 -0.22 -0.53 -0.07 0.323
H 0.33479 -0.68136 -3.88349 -0.52 -1.39 0.29 0.322
```
Forces are in eV/Å.

Computed properties:
Kohn-Sham gap = 9.55 eV
multiplicity = 1
total energy = -763.58400 a.u.
HOMO = -8.79 eV
molecular weight = 139.2 g/mol
SMILES = CN[C@H](CO)CS.O
energy above the lowest of the compared OMol25 structures with the same formula, charge and spin = 100.4 kJ/mol

Molecular formula: C4H13NO3
Method: DFT, ωB97M-V with the def2-TZVPD basis set

Structure (XYZ):
```
21
Properties=species:S:1:pos:R:3:forces:R:3:mulliken_charge:R:1
C -0.61500 1.24200 -1.94985 -1.72 -0.41 -1.66 -1.226
C -0.92645 0.99764 -0.45083 -0.67 0.11 -2.12 -0.225
C 0.35089 1.06665 0.34500 1.28 -2.56 -0.20 -0.254
C -0.03865 0.61028 1.72548 -0.76 0.07 3.34 0.211
N -0.07036 -0.71404 2.06747 0.61 -0.51 -1.17 -0.325
O -0.42576 1.33408 2.65441 0.90 0.94 -1.55 -0.654
H 0.32531 1.68179 -2.25102 0.69 -0.11 0.60 0.400
H -1.31871 2.01782 -2.30161 0.06 -0.48 -0.15 0.374
H -0.79375 0.34661 -2.65491 0.22 1.11 1.19 0.222
H -1.64197 1.77961 -0.17232 0.39 -0.06 0.40 0.325
H -1.55413 0.06585 -0.39458 1.03 0.62 0.41 0.209
H 1.16680 0.33310 -0.10681 -1.72 1.27 0.92 0.179
H 0.81345 2.05118 0.30726 -0.36 0.08 0.34 0.401
H -0.17358 -1.46503 1.40244 0.49 -0.09 -0.06 0.250
H -0.12526 -0.89616 3.05793 -0.41 0.06 -0.28 0.201
O 1.83382 -1.15704 -2.37200 0.11 -0.19 0.66 -0.678
H 1.13950 -0.50617 -2.51460 0.03 -0.07 -0.47 0.304
H 1.90259 -1.75597 -3.12036 -0.24 0.25 -0.19 0.303
O -0.28254 -2.43421 -0.52369 -0.01 -0.14 0.19 -0.698
H 0.40415 -2.14706 -1.13977 0.17 0.09 -0.02 0.370
H -1.04769 -1.88467 -0.70481 -0.09 0.01 -0.17 0.311
```
Forces are in eV/Å.

Computed properties:
Kohn-Sham gap = 9.62 eV
multiplicity = 1
total energy = -440.67576 a.u.
HOMO = -9.24 eV
molecular weight = 123.2 g/mol
SMILES = CCCC(N)=O.O.O
energy above the lowest of the compared OMol25 structures with the same formula, charge and spin = 103.5 kJ/mol